134
Properties=species:S:1:pos:R:3:lowdin_spin:R:1 method="wB97M-V/def2-TZVPD" lumo_energy_ha="0.006 / -0.007" spin_multiplicity=5
O -2.66560 -0.63963 6.55467 0.532
O -1.38172 -3.01589 -0.68023 0.476
O 2.38410 -5.64606 1.37357 0.000
O 6.56873 -1.08252 1.99394 0.505
O -1.88980 3.68491 -0.83171 0.494
O 2.62583 4.75137 -3.52675 0.000
N -1.34098 -2.14986 -1.64038 0.413
N 6.14903 -1.78553 0.99938 0.379
N -1.73148 4.77001 -1.50414 0.394
N -3.27724 -1.40694 5.70076 0.358
N 1.78397 3.49008 -5.16191 0.000
N 1.07138 -4.84850 -0.29067 0.008
C 1.49073 -4.89521 0.99140 0.000
C 4.45479 -0.19415 -0.04613 0.019
C -1.42562 -1.54539 -4.05976 0.001
C -2.64193 -1.50964 4.39354 0.028
C -2.63055 -0.21529 3.57567 0.019
C -1.25825 -2.71320 -3.03491 0.025
C 2.48785 2.46900 -3.01639 0.000
C -2.44924 3.57604 -3.53611 0.003
C 2.30395 3.64145 -3.93072 0.000
C 6.92762 -0.10950 -0.66116 0.006
C -4.71791 -1.32199 5.80618 0.028
C 4.61982 -3.10650 -1.10894 0.000
C -1.13972 -1.79416 4.53665 0.003
C 0.89605 -1.07639 -1.18543 0.021
C 6.55387 -3.94992 2.05316 0.007
C -5.29142 0.04615 5.45880 0.018
C -1.82474 5.94415 -3.67973 0.003
C 0.74734 -4.11639 2.04509 0.000
C -0.67118 -0.30117 -3.67556 0.000
C -5.19958 -1.64676 7.21978 0.003
C 5.53354 -3.08005 1.24588 0.027
C 5.31863 -3.92026 -0.03780 0.001
C -1.17746 5.96132 -0.84226 0.024
C -3.27196 -2.63957 3.60418 0.002
C -0.00812 5.59833 0.11271 0.003
C -3.93198 5.30037 -2.58457 0.021
C -1.40111 7.23806 -2.99739 0.000
C -0.65752 -0.87498 -1.24316 0.023
C 4.24451 -2.89949 2.05245 0.021
C -2.25400 6.62315 0.02628 0.021
C -5.39243 -2.41330 4.92690 0.001
C 5.49256 -1.87424 -1.42233 0.001
C -1.12891 -0.33073 0.10598 0.001
C -4.79777 -2.51621 3.52988 0.000
C 5.76351 -1.00344 -0.15867 0.027
C -2.40769 -3.64528 -3.44110 0.004
C -2.45865 4.88494 -2.76260 0.026
C -0.97991 0.20773 -2.27384 0.002
C 0.09847 -3.36939 -3.32150 0.016
C -0.52430 6.95308 -1.80035 0.003
H -0.72768 -2.16921 3.59941 0.000
H -2.48300 -1.36604 -4.24383 0.000
H -1.80542 -0.15200 2.87224 0.002
H 0.45641 6.59222 -2.11719 0.000
H 1.26114 2.67995 -5.44166 0.000
H -4.73820 -1.09144 8.03558 -0.001
H -4.44574 4.71497 -1.82119 0.001
H -0.36611 4.82906 0.79772 -0.001
H 0.49246 -3.90519 -2.45577 0.001
H -6.29384 0.20887 5.86119 0.002
H 0.79382 5.16829 -0.48725 0.000
H -4.04638 6.34077 -2.26590 0.000
H 6.25955 -4.28843 -0.44954 0.000
H -0.23632 -3.78184 1.70077 0.000
H 1.50086 -5.44735 -0.97321 0.000
H -1.50250 3.07732 -3.31022 0.000
H -0.87916 7.86526 -3.72488 0.000
H -2.61574 5.86095 0.71569 0.001
H 4.67798 -4.77020 0.20328 0.000
H -2.46726 6.18950 -4.52918 0.000
H -5.20976 0.32249 4.41040 0.000
H -0.89580 -1.82831 -4.97232 0.000
H 2.52330 2.74238 -1.96405 0.000
H 0.31583 6.47671 0.66462 0.000
H 6.21499 -4.98656 2.01430 0.000
H -5.14034 -3.42309 3.02924 0.000
H -6.47667 -2.35550 4.81729 0.000
H 1.77846 1.65486 -3.17747 0.000
H 3.48721 2.04055 -3.13874 0.000
H -2.20021 -0.38022 0.28758 0.000
H -2.98964 -3.58981 4.06417 0.001
H -3.27709 2.93825 -3.22944 0.000
H -2.44661 3.65821 -4.62307 0.000
H -0.89700 0.53332 -4.35184 0.000
H 4.48207 -3.68909 -2.02344 0.000
H 3.63435 -2.71058 -0.85427 0.000
H -0.55664 -0.96255 4.92859 -0.001
H 1.11011 -1.89562 -0.49089 0.001
H 1.32399 -0.15685 -0.78952 0.002
H -2.29676 -4.05233 -4.44092 0.000
H -2.00054 0.55871 -2.11243 0.001
H -1.85009 7.52810 0.47909 0.002
H 4.99641 -1.32391 -2.22696 0.000
H 3.62744 -0.89962 -0.01991 0.001
H 1.92988 4.26728 -5.78374 0.000
H 0.40133 -0.37980 -3.87543 0.000
H -3.11806 6.98135 -0.53490 0.000
H 0.06348 -4.21227 -4.01450 0.002
H -2.91136 -2.60083 2.57407 0.000
H -6.27562 -1.57445 7.37085 0.000
H 4.41397 0.40924 0.86410 0.002
H -0.34323 7.89286 -1.27565 0.000
H 6.38614 -2.17831 -1.97851 0.000
H -0.66436 -0.95150 0.87945 -0.001
H -0.32976 1.06799 -2.10045 0.000
H 0.24587 -4.28211 -0.42354 0.004
H -4.50832 5.35494 -3.50931 0.002
H 7.52557 -3.93107 1.56227 0.000
H 6.57603 -3.65419 3.10031 0.000
H 3.84829 -3.85727 2.39111 0.002
H -4.83828 0.81951 6.08972 0.002
H 4.32451 0.50922 -0.86767 0.002
H -0.91173 -2.59605 5.24802 0.000
H -0.68883 0.64979 0.28345 0.000
H 1.29477 -3.24301 2.39995 0.000
H -4.92680 -2.69409 7.37687 0.000
H -2.44928 -4.42277 -2.66641 -0.001
H -2.24487 7.87231 -2.71014 0.000
H -2.57598 0.63426 4.25892 0.002
H -3.43956 -3.32114 -3.28401 0.000
H -5.25221 -3.36172 5.45448 0.001
H -0.98148 5.49487 -4.21740 0.000
H -3.57320 -0.08633 3.03888 0.000
H 6.79696 0.27443 -1.67032 0.000
H 0.50715 -4.71296 2.92352 0.000
H 3.44337 -2.47950 1.44184 0.000
H 0.88638 -2.68276 -3.62347 0.000
H -5.04671 -1.64437 2.92233 0.000
H 6.97363 0.68887 0.08325 0.000
H 4.49556 -2.25474 2.89371 0.002
H 1.39337 -1.43971 -2.08116 0.000
H 7.89404 -0.61357 -0.63727 0.000